Molecular formula: C23H37IN4O7P2RuS4
Method: DFT, ωB97M-V/def2-TZVPD

Its spin multiplicity is 2. As for the net charge: +1. The highest occupied orbital energy (alpha / beta) comes out at -10.2559 / -10.3999 eV.

```
79
C23H37IN4O7P2RuS4, DFT ωB97M-V/def2-TZVPD
Ru -0.5508 0.4362 0.1313
O 4.0268 3.4838 -0.1693
C 4.4154 2.3937 0.5392
C 5.7267 2.2749 0.9934
C 6.1253 1.1739 1.7271
C 5.2149 0.1680 2.0275
C 3.9136 0.2859 1.5815
C 3.4900 1.3850 0.8301
C 2.0833 1.3998 0.3792
O 1.2893 0.5741 0.9862
N 1.7053 2.1735 -0.5933
N 0.3298 2.0380 -0.8731
C -0.0607 3.0452 -1.5965
S 1.0998 4.2834 -1.9966
C 0.0169 5.1389 -3.1769
C -1.4181 4.9697 -2.7329
S -1.6522 3.2308 -2.2814
H 4.7730 4.0906 -0.2315
H 6.4355 3.0636 0.7657
H 7.1497 1.1045 2.0681
H 5.5189 -0.6931 2.6059
H 3.1817 -0.4773 1.8094
H 0.1757 4.7248 -4.1722
H 0.3065 6.1892 -3.1809
H -2.1269 5.1920 -3.5293
H -1.6465 5.5886 -1.8664
C -5.3705 -0.9855 2.1855
C -4.4575 -0.0662 2.9598
O -3.2908 -0.7909 3.4232
P -1.8892 -0.7371 2.6957
S -1.2081 1.1256 2.4126
S -1.8003 -1.5724 0.8884
O -1.0092 -1.5899 3.6730
C -0.8398 -1.2069 5.0704
C -1.2827 -2.3530 5.9436
H -6.2727 -0.4445 1.8971
H -5.6595 -1.8416 2.7935
H -4.8785 -1.3458 1.2817
H -4.9305 0.3185 3.8610
H -4.1299 0.7831 2.3588
H -1.4154 -0.3029 5.2740
H 0.2180 -0.9793 5.1884
H -2.3356 -2.5768 5.7765
H -1.1464 -2.0866 6.9919
H -0.6953 -3.2459 5.7343
C -1.4844 -3.8566 -2.6147
C -1.2449 -2.3779 -2.4186
O 0.1071 -2.1827 -2.0024
P 0.6974 -1.1595 -0.9134
O 1.3228 -2.0716 0.1986
C 2.4830 -2.9284 0.0357
C 2.0950 -4.2855 -0.5021
O 1.9832 -0.6234 -1.6741
C 1.9028 0.0338 -2.9589
C 2.9620 -0.5505 -3.8604
H -2.4751 -4.0222 -3.0388
H -1.4205 -4.3785 -1.6609
H -0.7447 -4.2758 -3.2957
H -1.9229 -1.9865 -1.6649
H -1.3841 -1.8331 -3.3597
H 2.8974 -3.0054 1.0394
H 3.2063 -2.4212 -0.6012
H 1.3213 -4.7357 0.1195
H 2.9692 -4.9375 -0.4882
H 1.7304 -4.2196 -1.5262
H 2.0620 1.0975 -2.7781
H 0.9042 -0.1116 -3.3813
H 3.9478 -0.4241 -3.4142
H 2.9529 -0.0388 -4.8231
H 2.7859 -1.6127 -4.0289
I -6.3728 2.4216 -0.4523
C -4.5970 1.4953 -0.9135
C -4.3150 0.7015 -2.0028
N -3.0356 0.3157 -1.8754
N -2.4633 0.8273 -0.7780
C -3.4075 1.5461 -0.1812
H -4.9193 0.3974 -2.8402
H -2.4850 -0.2193 -2.5228
H -3.1875 2.0827 0.7252
```

---

Molecular formula: C6H9N
Method: DFT, ωB97M-V/def2-TZVPD

As for the net charge: 0. The highest occupied orbital energy comes out at -8.3641 eV.

```
16
C6H9N, DFT ωB97M-V/def2-TZVPD
C -0.2795 1.5727 0.8997
C 0.6864 0.6627 -1.0747
C -0.5907 0.5488 -0.1522
C 0.8622 0.0726 0.3004
C -1.8350 -0.2216 -0.4532
C 1.3411 -1.3237 0.6127
N 0.8956 1.1940 1.2565
H -0.8433 2.2700 1.4314
H 0.8028 0.0044 -1.9194
H 1.2480 1.6538 -1.1395
H -1.9252 -0.2618 -1.5535
H -2.7757 0.0435 -0.0346
H -1.6601 -1.1913 -0.0061
H 0.9790 -1.4800 1.5829
H 2.3752 -1.7221 0.4056
H 0.7191 -1.8220 -0.1559
```

---

Across the entries above, energy relative to the best compared isomer or geometry (same formula, charge and spin) takes the values 0.0000, 3.7070 eV, respectively.
Across the entries above, energy takes the values -4312.3602, -288.6458 Ha, respectively.